61
Properties=species:S:1:pos:R:3 method="wB97M-V/def2-TZVPD" orbital_gap_ev=8.35 de_lowest_kj_mol=215.45 total_charge=0 e_tot_ev=-36003.6483 multiplicity=1 homo_energy_ev=-7.61
C 4.921 6.439 0.013
O 5.210 5.433 -0.929
C 4.244 4.519 -1.216
C 4.589 3.582 -2.193
C 3.683 2.607 -2.576
O 3.919 1.658 -3.522
C 5.155 1.675 -4.195
C 2.426 2.556 -1.968
C 2.095 3.477 -0.991
C 0.723 3.497 -0.390
O -0.029 4.437 -0.577
N 0.376 2.436 0.373
C 1.211 1.312 0.711
C 0.585 0.015 0.197
C -0.834 -0.170 0.755
N -1.373 -1.429 0.234
C -2.815 -1.509 0.077
C -3.157 -2.830 -0.624
N -2.698 -3.983 0.114
C -3.490 -4.566 1.095
C -4.733 -4.050 1.476
C -5.522 -4.702 2.405
C -5.102 -5.883 2.990
C -3.877 -6.412 2.617
C -3.088 -5.772 1.684
C -1.269 -3.876 0.310
C -0.922 -2.564 1.021
C -1.650 1.069 0.376
C -0.964 2.331 0.901
C 2.995 4.470 -0.616
H 5.812 7.064 0.058
H 4.067 7.047 -0.299
H 4.725 6.017 1.004
H 5.569 3.664 -2.632
H 5.114 0.851 -4.906
H 5.304 2.614 -4.736
H 5.990 1.516 -3.505
H 1.727 1.801 -2.289
H 2.207 1.450 0.293
H 1.296 1.261 1.806
H 1.224 -0.822 0.478
H 0.523 0.039 -0.891
H -0.783 -0.210 1.861
H -3.161 -0.691 -0.553
H -3.337 -1.461 1.050
H -4.228 -2.904 -0.811
H -2.640 -2.843 -1.590
H -5.097 -3.125 1.057
H -6.475 -4.273 2.680
H -5.718 -6.385 3.720
H -3.536 -7.341 3.050
H -2.155 -6.228 1.392
H -0.894 -4.712 0.898
H -0.787 -3.888 -0.672
H 0.160 -2.507 1.152
H -1.392 -2.568 2.024
H -2.651 1.022 0.804
H -1.731 1.134 -0.710
H -1.511 3.223 0.592
H -0.919 2.301 1.997
H 2.691 5.185 0.130

---

8
Properties=species:S:1:pos:R:3 method="wB97M-V/def2-TZVPD" orbital_gap_ev=9.34 de_lowest_kj_mol=9.97 total_charge=+1 e_tot_ev=-51867.9048 multiplicity=1 homo_energy_ev=-14.90
O 0.248 0.872 0.688
O 0.478 -0.752 -0.650
C -1.022 0.461 0.359
C -0.880 -0.586 -0.460
C 1.140 0.178 0.003
H -1.795 0.443 1.148
Cu 3.383 0.505 0.032
H -1.553 -1.123 -1.119

---

171
Properties=species:S:1:pos:R:3 method="wB97M-V/def2-TZVPD" orbital_gap_ev=7.93 total_charge=0 e_tot_ev=-83752.7950 multiplicity=1 homo_energy_ev=-7.61
C 13.598 13.975 10.475
C 12.768 12.725 10.487
C 12.583 12.277 11.980
C 11.352 13.187 9.922
C 10.451 12.057 9.344
C 11.220 11.157 8.351
C 12.506 10.619 8.987
C 12.186 9.354 9.873
C 13.339 10.110 7.804
N 13.302 11.620 9.670
O 14.480 11.141 10.127
H 13.703 14.385 9.470
H 13.148 14.711 11.142
H 14.654 13.826 10.699
H 11.836 12.904 12.467
H 12.187 11.264 12.055
H 13.511 12.344 12.548
H 10.936 13.749 10.758
H 11.653 13.937 9.191
H 10.007 11.433 10.118
H 9.574 12.406 8.798
H 11.425 11.790 7.488
H 10.569 10.346 8.024
H 13.099 8.772 10.003
H 11.541 8.635 9.368
H 11.704 9.471 10.843
H 12.888 9.239 7.328
H 14.369 9.810 7.996
H 13.504 10.871 7.041
H 15.032 11.391 9.382
C 13.120 15.835 19.234
C 12.635 16.815 18.156
C 13.010 16.151 16.750
C 11.047 16.728 18.185
C 10.492 17.745 19.249
C 10.950 19.209 19.016
C 12.498 19.320 19.047
C 12.855 20.690 18.429
C 12.909 19.269 20.488
N 13.135 18.192 18.252
O 14.420 18.312 17.960
H 14.152 15.537 19.049
H 13.206 16.151 20.274
H 12.585 14.886 19.270
H 14.079 16.309 16.605
H 12.904 15.071 16.657
H 12.583 16.710 15.917
H 10.548 16.834 17.221
H 10.740 15.747 18.546
H 9.408 17.651 19.304
H 10.804 17.487 20.261
H 10.421 19.668 19.851
H 10.509 19.543 18.077
H 12.544 21.482 19.109
H 12.497 20.904 17.422
H 13.925 20.892 18.382
H 13.950 19.520 20.691
H 12.770 18.331 21.025
H 12.260 19.870 21.124
H 14.816 17.800 18.670
C 15.614 8.570 12.307
C 16.349 9.190 13.424
C 15.261 9.327 14.573
C 17.402 8.153 13.971
C 18.705 8.095 13.111
C 19.172 9.492 12.930
C 18.156 10.533 12.394
C 18.741 11.967 12.604
C 17.969 10.277 10.907
N 16.940 10.466 13.179
O 16.022 11.377 12.797
H 16.168 8.141 11.473
H 14.903 7.848 12.709
H 14.970 9.338 11.877
H 14.613 10.204 14.562
H 14.626 8.444 14.645
H 15.745 9.719 15.467
H 17.704 8.547 14.941
H 16.955 7.161 13.917
H 19.548 7.660 13.648
H 18.538 7.588 12.161
H 19.960 9.492 12.177
H 19.688 9.894 13.801
H 18.733 12.151 13.678
H 18.202 12.843 12.242
H 19.746 11.976 12.182
H 18.853 10.714 10.442
H 17.103 10.657 10.364
H 17.977 9.228 10.613
H 15.911 11.241 11.853
C 11.425 9.396 18.356
C 10.608 10.250 17.260
C 11.486 10.441 16.061
C 9.449 9.363 16.747
C 8.417 10.137 15.812
C 7.873 11.304 16.505
C 8.897 12.252 17.124
C 9.296 13.182 15.943
C 8.108 13.120 18.107
N 9.988 11.529 17.834
O 10.881 12.456 18.407
H 12.153 9.896 18.996
H 11.827 8.520 17.846
H 10.639 9.054 19.029
H 12.164 11.285 16.193
H 11.028 10.663 15.097
H 12.138 9.588 15.874
H 9.825 8.584 16.084
H 8.923 8.869 17.564
H 7.600 9.488 15.498
H 8.908 10.531 14.922
H 7.151 10.914 17.222
H 7.322 11.894 15.773
H 9.892 14.039 16.259
H 9.953 12.791 15.166
H 8.478 13.726 15.471
H 7.979 12.498 18.992
H 8.591 13.982 18.569
H 7.076 13.342 17.835
H 11.394 11.917 19.013
N 18.338 16.068 16.004
C 19.262 15.172 16.144
N 20.382 15.783 16.187
O 19.104 13.962 16.270
H 17.459 15.610 16.199
H 18.566 17.047 16.100
H 20.522 16.769 16.023
H 21.229 15.262 16.366
N 16.716 16.064 18.811
C 17.354 15.299 19.530
N 17.121 14.048 19.474
O 18.338 15.747 20.107
H 16.034 15.696 18.163
H 17.103 16.997 18.788
H 16.566 13.877 18.647
H 17.828 13.377 19.740
N 14.543 12.959 15.227
C 15.589 13.416 15.838
N 16.638 12.761 15.298
O 15.633 14.274 16.672
H 14.786 12.465 14.381
H 13.624 13.334 15.416
H 17.533 13.085 15.634
H 16.482 12.131 14.524
C 14.582 11.526 18.539
C 14.848 10.619 19.743
O 15.880 9.736 19.362
H 13.809 12.256 18.778
H 14.354 11.010 17.606
H 15.535 12.052 18.483
H 13.929 10.100 20.016
H 15.144 11.168 20.637
H 15.713 8.842 19.668
C 19.961 9.295 17.456
C 18.745 10.151 17.334
O 18.387 10.600 18.587
H 19.873 8.653 16.580
H 20.041 8.743 18.393
H 20.913 9.813 17.343
H 17.897 9.505 17.108
H 18.793 10.991 16.641
H 17.494 10.301 18.772
C 15.265 16.444 13.891
C 15.936 15.496 12.846
O 17.180 16.037 12.409
H 14.228 16.181 14.096
H 15.299 17.445 13.461
H 15.816 16.538 14.827
H 15.274 15.376 11.989
H 15.958 14.467 13.204
H 17.810 15.346 12.626

---

17
Properties=species:S:1:pos:R:3 method="wB97M-V/def2-TZVPD" orbital_gap_ev=8.68 de_lowest_kj_mol=498.51 total_charge=0 e_tot_ev=-15162.7779 multiplicity=1 homo_energy_ev=-8.09
C -0.863 2.174 0.172
C 0.379 2.630 0.539
C -0.382 -1.176 1.449
C 1.550 2.369 -0.172
N 3.424 2.968 -1.457
N 2.389 2.605 -0.944
Si -1.062 -2.474 0.153
H -1.858 2.176 0.712
H -0.891 1.843 -0.813
H 0.548 3.107 1.535
H 0.351 -1.707 1.930
H 0.163 -0.470 0.791
H -0.915 -0.517 2.181
H 3.701 2.640 -2.432
H -2.337 -3.296 0.413
H -0.032 -3.480 0.189
H -0.916 -1.736 -1.070

---

71
Properties=species:S:1:pos:R:3 method="wB97M-V/def2-TZVPD" orbital_gap_ev="6.18 / 5.47" de_lowest_kj_mol=720.59 total_charge=0 e_tot_ev=-56624.1784 s2=3.751 multiplicity=4 homo_energy_ev="-6.69 / -6.68"
Ti 0.941 -0.289 0.124
O 4.142 -0.179 0.646
H 4.961 -0.593 0.979
C 2.767 4.823 -0.930
C 1.399 4.152 -1.137
C 0.442 5.037 -1.953
O -0.010 6.119 -1.202
C -0.930 7.003 -1.925
N 1.736 2.903 -1.723
H 2.813 5.814 -0.479
H 3.373 4.895 -1.833
H 3.325 4.275 -0.171
H 0.983 3.880 -0.167
H -0.373 4.390 -2.276
H 0.965 5.467 -2.808
H -0.389 7.467 -2.750
H -1.268 7.858 -1.340
H -1.774 6.515 -2.413
H 2.472 2.380 -1.270
H 2.175 3.053 -2.620
C -4.023 -0.899 -2.944
C -3.644 0.020 -1.690
C -4.775 0.893 -1.088
O -5.273 1.488 -2.257
C -6.560 2.104 -2.054
N -2.986 -0.879 -0.768
H -4.099 -0.291 -3.846
H -4.997 -1.379 -2.855
H -3.327 -1.710 -3.155
H -2.821 0.630 -2.061
H -4.361 1.586 -0.356
H -5.512 0.234 -0.628
H -6.740 2.977 -2.681
H -6.721 2.308 -0.996
H -7.496 1.600 -2.297
H -3.674 -1.362 -0.208
H -2.554 -1.626 -1.292
C -0.262 -0.948 4.728
C -0.698 0.476 5.027
C -0.495 1.100 6.427
O -1.585 0.948 7.333
C -1.631 -0.287 8.031
N 0.090 1.198 4.028
H -0.478 -1.338 3.734
H -0.687 -1.602 5.490
H 0.804 -1.085 4.905
H -1.763 0.632 4.854
H -0.337 2.171 6.303
H 0.403 0.647 6.846
H -2.602 -0.394 8.514
H -0.916 -0.148 8.842
H -1.447 -1.178 7.430
H 0.011 2.190 4.201
H 1.044 1.086 4.340
C 4.693 -4.449 -3.358
C 3.417 -4.774 -2.635
C 3.661 -5.978 -1.579
O 4.225 -7.159 -2.170
C 3.217 -7.818 -2.947
N 2.863 -3.595 -2.050
H 5.566 -4.166 -2.769
H 4.511 -3.550 -3.948
H 4.913 -5.287 -4.019
H 2.754 -5.143 -3.417
H 2.700 -6.194 -1.113
H 4.289 -5.659 -0.748
H 3.741 -8.667 -3.387
H 2.961 -7.253 -3.844
H 2.362 -8.214 -2.399
H 3.559 -3.267 -1.395
H 2.926 -2.959 -2.831

---

21
Properties=species:S:1:pos:R:3 method="wB97M-V/def2-TZVPD" orbital_gap_ev="7.10 / 2.75" de_lowest_kj_mol=72.19 total_charge=+2 e_tot_ev=-11414.5062 s2=0.760 multiplicity=2 homo_energy_ev="-15.20 / -15.20"
N -0.928 -1.450 2.472
C -1.356 -0.892 1.143
C -0.272 -1.295 0.127
N -0.286 -0.718 -1.187
C -1.145 0.353 -1.555
C 0.422 -1.433 -2.195
O 0.549 -2.115 0.424
H -0.426 -2.323 2.366
H -1.743 -1.685 3.052
H -0.419 -0.730 2.990
H -1.397 0.179 1.221
H -2.354 -1.264 0.909
H -0.627 1.320 -1.635
H -1.679 0.114 -2.481
H -1.979 0.630 -0.901
H 1.422 -1.702 -1.884
H -0.062 -2.418 -2.334
H 0.435 -0.886 -3.129
H 2.769 6.737 -0.096
H 3.371 6.043 1.048
O 2.647 5.922 0.414